#1
The following is a quantum chemistry calculation of 2 unconnected molecules or ions with the total composition C4H8O2S, from the Open Molecules 2025 dataset.

Each atom is followed by the atoms it is bonded to, with distances in Å.
Cartesian coordinates (Å):
1 C 1.284 1.953 -1.390  C2 1.583, O5 1.189, S7 1.844
2 C 2.254 0.701 -1.375  C1 1.583, H8 1.094, H9 1.019, H10 1.089
3 C -1.643 0.581 -0.348  C4 1.536, H11 1.066, H12 1.055, H13 1.109
4 C -1.145 -0.465 0.661  C3 1.536, O6 1.198, H15 1.177
5 O 0.971 2.750 -0.565  C1 1.189
6 O -0.036 -0.917 0.660  C4 1.198
7 S 0.693 2.322 -3.098  C1 1.844, H14 1.417
8 H 1.551 -0.096 -1.637  C2 1.094
9 H 2.765 0.737 -0.495  C2 1.019
10 H 2.998 0.862 -2.154  C2 1.089
11 H -1.278 0.168 -1.261  C3 1.066
12 H -2.667 0.819 -0.273  C3 1.055
13 H -1.214 1.548 -0.016  C3 1.109
14 H 1.112 1.117 -3.713  S7 1.417
15 H -2.051 -0.833 1.317  C4 1.177

Charge   0
HOMO energy (spin up / spin down)   -5.97 / -9.91 eV
Multiplicity   3
<S²>   2.01

The computed natural (NBO) charges, all in e, follow: 0.50 -0.70 -0.62 -0.04 -0.54 -0.27 -0.10 0.24 0.23 0.23 0.21 0.23 0.23 0.13 0.25

=====

#2
The following is a quantum chemistry calculation of C4H8O2S in the gas phase, from the Open Molecules 2025 dataset.

Each atom is followed by the atoms it is bonded to, with distances in Å.
Cartesian coordinates (Å):
1 C -1.463 -0.824 -0.667  O5 1.201, S7 1.799, H8 1.133
2 C 1.900 -0.796 -0.560  C4 1.567, H9 1.029, H10 1.178, H11 1.100
3 C -1.235 1.355 1.063  S7 1.808, H12 1.033, H13 1.135, H14 1.012
4 C 0.980 -0.259 0.590  C2 1.567, S7 1.697, H15 0.997
5 O -2.165 -1.162 0.247  C1 1.201
6 O 0.068 1.235 -1.390  S7 1.438
7 S -0.311 0.485 -0.223  C1 1.799, C3 1.808, C4 1.697, O6 1.438
8 H -1.054 -1.161 -1.668  C1 1.133
9 H 1.756 -1.713 -1.004  C2 1.029
10 H 3.008 -0.729 -0.165  C2 1.178
11 H 1.926 -0.160 -1.456  C2 1.100
12 H -2.032 0.778 1.381  C3 1.033
13 H -1.453 2.429 0.770  C3 1.135
14 H -0.635 1.506 1.864  C3 1.012
15 H 0.710 -0.984 1.219  C4 0.997

Charge   0
HOMO energy (spin up / spin down)   -6.04 / -9.34 eV
Multiplicity   3
<S²>   2.01

The computed natural (NBO) charges, all in e, follow: -0.15 -0.71 -0.83 -0.36 -0.60 -0.91 1.68 0.17 0.23 0.24 0.25 0.28 0.26 0.23 0.20

=====

The structure with the most favorable energy is #1; the runner-up is 173.0 kJ/mol above it.